1.
108
Properties=species:S:1:pos:R:3:mulliken_charge:R:1 method="wB97M-V/def2-TZVPD" e_tot_ev=-56881.48644 smiles="CC1(C)CCCC(C)(C)N1O.NC(N)=O.NC(N)=O.NC(N)=O.CCO.CCO.CCO.CCO.CCO.CCO" multiplicity=1 e_lumo_ev=0.6 charge=0
C 14.277 8.464 10.402 -1.781
C 15.381 8.819 11.326 1.682
C 15.159 8.206 12.660 -1.576
C 16.739 8.311 10.735 -1.276
C 17.235 9.069 9.495 -0.632
C 17.302 10.583 9.817 -1.373
C 15.954 11.146 10.348 2.234
C 16.361 12.477 10.927 -2.089
C 14.910 11.393 9.205 -2.066
N 15.536 10.309 11.471 -0.218
O 14.375 10.905 12.049 1.601
H 14.468 8.738 9.382 0.416
H 14.260 7.376 10.255 0.530
H 13.293 8.807 10.691 0.170
H 14.805 7.172 12.594 0.355
H 16.001 8.253 13.320 0.400
H 14.340 8.810 13.038 0.090
H 17.456 8.442 11.542 0.333
H 16.564 7.249 10.489 0.407
H 18.263 8.761 9.251 0.432
H 16.718 8.924 8.537 0.342
H 17.531 11.064 8.861 0.366
H 18.069 10.720 10.592 0.386
H 15.471 13.003 11.249 -0.271
H 16.859 13.089 10.209 0.569
H 17.118 12.334 11.688 0.565
H 14.903 10.598 8.490 0.580
H 15.209 12.279 8.648 0.349
H 13.925 11.407 9.597 0.279
H 13.531 10.664 11.620 -0.340
N 12.265 14.882 13.465 0.130
C 12.095 14.427 12.171 0.163
N 13.110 14.647 11.220 -0.025
O 10.961 14.115 11.755 -0.066
H 11.495 14.706 14.075 0.051
H 13.187 14.857 13.869 0.105
H 12.899 14.457 10.247 0.212
H 14.073 14.484 11.465 -0.268
N 6.739 12.238 14.595 -0.536
C 7.944 12.984 14.357 0.623
N 8.224 13.384 13.065 -0.204
O 8.647 13.304 15.329 -0.709
H 6.001 12.249 13.898 0.189
H 6.401 12.289 15.532 0.282
H 9.134 13.692 12.750 -0.010
H 7.691 12.981 12.305 0.236
N 11.709 16.344 7.973 -0.495
C 11.286 15.171 8.546 0.541
N 10.137 15.255 9.446 -0.382
O 11.871 14.055 8.347 -0.545
H 10.990 17.074 8.026 0.225
H 12.162 16.223 7.079 0.278
H 10.267 14.587 10.223 -0.022
H 9.778 16.129 9.776 0.279
C 9.211 18.984 13.025 -1.225
C 9.708 17.841 13.924 0.313
O 9.202 17.823 15.303 -0.600
H 9.712 18.880 12.022 0.272
H 9.467 19.949 13.417 0.344
H 8.148 18.848 12.900 0.352
H 10.817 17.905 13.909 0.218
H 9.507 16.905 13.413 -0.070
H 9.364 16.917 15.563 0.425
C 11.052 16.202 17.803 -1.100
C 10.364 15.023 17.241 -0.215
O 10.308 15.202 15.861 -0.657
H 12.115 16.230 17.543 0.235
H 10.843 16.232 18.885 0.377
H 10.596 17.141 17.412 0.231
H 9.375 14.943 17.737 0.264
H 10.900 14.115 17.516 0.330
H 9.773 14.481 15.501 0.507
C 11.647 10.471 7.145 -0.872
C 10.517 10.479 8.180 -0.296
O 10.545 11.535 9.151 -0.559
H 12.646 10.526 7.615 0.056
H 11.514 11.285 6.436 0.348
H 11.555 9.510 6.643 0.405
H 10.519 9.526 8.775 0.300
H 9.535 10.534 7.673 0.254
H 10.937 12.368 8.866 0.282
C 17.488 14.806 14.133 -1.395
C 16.576 15.109 12.965 -0.107
O 15.278 14.511 13.088 -0.268
H 18.375 15.327 13.941 0.520
H 17.715 13.782 14.280 0.295
H 17.172 15.375 15.046 0.302
H 17.067 14.690 12.076 0.138
H 16.454 16.173 12.875 0.418
H 15.242 13.767 13.675 0.306
C 14.473 12.388 16.811 -1.160
C 15.230 11.672 15.665 -0.235
O 14.828 12.366 14.431 -0.512
H 14.752 13.459 16.885 0.244
H 14.675 11.898 17.761 0.463
H 13.387 12.287 16.700 0.233
H 14.837 10.709 15.551 0.299
H 16.320 11.747 15.683 0.251
H 14.735 11.732 13.674 0.056
C 11.104 9.883 13.677 -1.376
C 10.881 10.968 12.622 0.232
O 11.655 10.596 11.545 -0.262
H 10.739 8.982 13.210 0.381
H 10.505 10.091 14.582 0.376
H 12.166 9.780 13.880 0.104
H 11.024 11.958 12.982 -0.070
H 9.804 10.976 12.439 0.285
H 11.236 11.011 10.754 0.046

=====

2.
104
Properties=species:S:1:pos:R:3:mulliken_charge:R:1 method="wB97M-V/def2-TZVPD" e_tot_ev=-48324.55784 smiles=COC[C@H](C)N.COC[C@H](C)N.COC[C@H](C)N.COC[C@H](C)N.CCO.CCO.CCO.CCO multiplicity=1 de_lowest_ev=4.5707 e_lumo_ev=0.4 charge=0
C -1.352 -8.278 -1.515 -0.840
O -2.112 -7.225 -0.858 -0.228
C -3.371 -7.522 -0.284 -0.708
C -3.954 -6.315 0.403 0.730
C -3.142 -5.888 1.555 -1.481
N -5.269 -6.530 1.015 -0.767
H -1.246 -9.146 -0.865 0.325
H -0.305 -8.014 -1.663 0.251
H -1.853 -8.698 -2.387 0.333
H -4.014 -7.867 -1.094 0.307
H -3.220 -8.352 0.406 0.354
H -4.018 -5.438 -0.241 0.203
H -3.598 -5.139 2.203 0.404
H -2.237 -5.554 1.048 0.306
H -2.885 -6.666 2.273 0.305
H -5.458 -5.657 1.486 0.268
H -6.009 -6.630 0.334 0.239
C 3.705 3.628 -6.890 -0.771
O 3.121 3.424 -5.603 -0.292
C 3.965 3.521 -4.507 -0.873
C 3.085 3.897 -3.256 0.497
C 2.383 5.299 -3.537 -1.351
N 3.880 3.916 -1.978 -0.604
H 4.281 4.545 -7.008 0.327
H 2.833 3.716 -7.538 0.253
H 4.187 2.692 -7.173 0.288
H 4.390 2.520 -4.425 0.372
H 4.887 4.068 -4.704 0.451
H 2.348 3.100 -3.350 0.207
H 1.545 5.232 -4.231 0.350
H 3.036 6.154 -3.712 0.308
H 1.808 5.661 -2.684 0.404
H 4.699 4.506 -2.016 0.235
H 3.324 4.227 -1.194 0.199
C 1.638 4.296 2.701 -0.836
O 1.652 3.110 1.828 -0.218
C 1.849 1.850 2.483 -0.796
C 1.313 0.763 1.466 0.663
C 1.038 -0.540 2.239 -1.469
N 2.303 0.556 0.377 -0.478
H 1.675 5.191 2.081 0.252
H 2.389 4.263 3.490 0.340
H 0.694 4.377 3.241 0.315
H 2.848 1.605 2.844 0.343
H 1.193 1.845 3.354 0.387
H 0.393 1.092 0.983 0.132
H 0.362 -0.418 3.085 0.397
H 2.008 -0.987 2.457 0.294
H 0.469 -1.216 1.600 0.358
H 1.986 -0.054 -0.363 0.146
H 2.629 1.459 0.063 0.193
C -2.138 4.162 -1.777 -0.810
O -2.951 5.309 -1.450 -0.300
C -3.667 5.782 -2.665 -0.688
C -4.647 6.943 -2.229 0.303
C -5.325 7.547 -3.419 -1.356
N -4.027 7.949 -1.370 -0.731
H -1.265 4.320 -2.410 0.292
H -2.703 3.282 -2.085 0.314
H -1.516 3.927 -0.914 0.293
H -2.984 6.065 -3.466 0.374
H -4.344 5.010 -3.030 0.354
H -5.269 6.414 -1.507 0.339
H -4.653 7.576 -4.276 0.351
H -5.562 8.570 -3.128 0.391
H -6.252 6.994 -3.575 0.316
H -3.668 7.407 -0.597 0.318
H -3.184 8.338 -1.768 0.240
C -0.466 -2.723 -2.050 -1.085
C 0.893 -3.496 -2.121 -0.139
O 1.645 -2.972 -3.208 -0.524
H -1.075 -2.961 -2.922 0.358
H -0.432 -1.636 -2.123 0.299
H -1.066 -3.121 -1.232 0.295
H 0.811 -4.583 -2.141 0.278
H 1.472 -3.343 -1.211 0.235
H 2.437 -3.509 -3.275 0.287
C -4.292 0.196 3.816 -1.038
C -4.345 -0.235 5.258 -0.136
O -5.503 0.156 5.897 -0.533
H -3.393 -0.167 3.318 0.287
H -4.269 1.285 3.796 0.296
H -5.232 -0.082 3.338 0.300
H -3.556 0.346 5.736 0.266
H -4.231 -1.318 5.300 0.233
H -5.286 0.215 6.830 0.326
C 7.933 -2.207 -0.300 -1.205
C 6.600 -1.757 -0.803 -0.048
O 6.067 -1.156 0.367 -0.494
H 7.888 -2.902 0.539 0.311
H 8.524 -1.316 -0.086 0.297
H 8.503 -2.582 -1.149 0.380
H 5.988 -2.625 -1.047 0.237
H 6.704 -1.025 -1.603 0.262
H 5.158 -0.894 0.206 0.231
C 1.201 -5.143 6.396 -0.972
C 0.763 -3.725 6.493 -0.140
O -0.627 -3.639 6.402 -0.495
H 1.272 -5.603 5.411 0.264
H 0.629 -5.862 6.983 0.293
H 2.260 -5.243 6.635 0.333
H 1.228 -3.177 5.674 0.161
H 1.109 -3.215 7.391 0.262
H -1.032 -3.955 7.212 0.293

=====

Quick rundown of highest occupied orbital energy, same order as above: -8.5; -9.0 eV